[1]
The following is a quantum chemistry calculation of a structure of composition C2H3Cl2FO in a non-equilibrium geometry, from the Open Molecules 2025 dataset.

The max |F| is 0.0886 hartree/bohr. The calculation puts the molecular weight at 132.95 g mol⁻¹. The value obtained for the energy is -1173.4489 Eh. Its spin multiplicity is 1.

Each line ends with the natural charge from an NBO analysis.
Positions of all 9 atoms, in Å:
C 0.76646 0.06345 0.58288  -0.031
C -0.53597 0.32147 -0.17717  0.404
O -0.40273 0.16181 -1.47104  -0.630
F 1.54243 -0.78130 -0.15958  -0.349
Cl -1.82173 -1.43314 0.46734  -0.428
Cl -1.57108 1.56646 0.35134  0.110
H 1.22099 0.95550 0.56652  0.184
H 0.49386 -0.47497 1.51822  0.232
H 0.30777 -0.37928 -1.67850  0.509

=====

[2]
The following is a quantum chemistry calculation of a cluster of 2 separate species, C2H3Cl2FO in total in a non-equilibrium geometry, from the Open Molecules 2025 dataset.

The max |F| is 0.1936 hartree/bohr. The calculation puts the molecular weight at 132.95 g mol⁻¹. The expectation value of S² is 2.005. The value obtained for the energy is -1173.2947 Eh. Its spin multiplicity is 3.

Each line ends with the natural charge from an NBO analysis.
Positions of all 9 atoms, in Å:
C -1.56583 0.20851 -0.84171  0.156
C -0.83906 -0.44713 0.04131  0.191
O -0.91580 -0.26288 1.33527  -0.609
F -2.48510 0.96185 -0.26689  -0.291
Cl 3.06757 0.71920 0.21394  -0.253
Cl 0.25600 -1.77002 -0.51380  -0.104
H -1.60648 0.04087 -1.86137  0.167
H 4.25139 1.02288 0.09470  0.253
H -0.16268 -0.47328 1.79854  0.491

=====

[3]
The following is a quantum chemistry calculation of a cluster of 2 separate species, C2H3Cl2N in total in a non-equilibrium geometry, from the Open Molecules 2025 dataset.

The max |F| is 0.0845 hartree/bohr. The calculation puts the molecular weight at 111.96 g mol⁻¹. The value obtained for the energy is -1052.9976 Eh. Its spin multiplicity is 1.

Each line ends with the natural charge from an NBO analysis.
Positions of all 8 atoms, in Å:
C 0.71214 0.60672 -0.24790  -0.119
C 0.01176 -0.15247 0.70563  0.336
N 0.51628 -0.81276 -0.32306  -0.495
Cl 2.44732 1.14223 0.03937  -0.021
Cl -2.49876 1.09757 0.01282  -0.680
H -0.05119 1.23012 -0.73761  0.297
H -0.22922 -0.18960 1.66217  0.234
H -0.16668 -1.31730 -0.90927  0.448

=====

[4]
The following is a quantum chemistry calculation of a cluster of 2 separate species, C2H3Cl2N2 in total in a non-equilibrium geometry, from the Open Molecules 2025 dataset.

As for the total charge: +1. The max |F| is 0.1052 hartree/bohr. The calculation puts the molecular weight at 125.97 g mol⁻¹. The value obtained for the energy is -1107.3067 Eh. Its spin multiplicity is 1.

Each line ends with the natural charge from an NBO analysis.
Positions of all 9 atoms, in Å:
C 0.46757 0.12729 0.61908  0.152
C -0.64355 0.00900 0.27291  -0.236
N 2.94679 0.23344 0.35060  -0.342
N -2.07523 -0.17968 -0.02446  -0.673
Cl 3.24385 1.65148 -0.37164  0.381
Cl 3.10917 -1.13790 -0.57250  0.326
H -2.28253 -1.17608 -0.00650  0.464
H -2.06316 0.29356 -0.90780  0.474
H -2.70290 0.17889 0.64031  0.454

=====

[5]
The following is a quantum chemistry calculation of the molecule C2H3Cl2NO3 in a non-equilibrium geometry, from the Open Molecules 2025 dataset.

Its SMILES is CC(Cl)(Cl)OON=O. The max |F| is 0.0610 hartree/bohr. The calculation puts the molecular weight at 159.96 g mol⁻¹. The value obtained for the energy is -1278.6778 Eh. Its spin multiplicity is 1.

Each line ends with the natural charge from an NBO analysis.
Positions of all 11 atoms, in Å:
C 1.76350 0.14812 1.62313  -0.652
C 0.83650 0.03161 0.45144  0.198
Cl 0.87154 1.51465 -0.50571  -0.007
Cl 1.31313 -1.32512 -0.57270  -0.007
O -0.48087 -0.18329 0.87761  -0.241
O -1.36148 -0.29223 -0.29325  -0.099
N -2.59040 -0.49330 0.16377  0.351
O -3.42800 -0.60331 -0.67648  -0.277
H 2.79098 0.31534 1.30562  0.254
H 1.45123 0.97849 2.25574  0.241
H 1.72246 -0.76602 2.21465  0.241

=====

[6]
The following is a quantum chemistry calculation of the molecule C2H3Cl2NS in a non-equilibrium geometry, from the Open Molecules 2025 dataset.

Its SMILES is C/N=C(\Cl)SCl. The max |F| is 0.1346 hartree/bohr. The calculation puts the molecular weight at 144.03 g mol⁻¹. The value obtained for the energy is -1451.2759 Eh. Its spin multiplicity is 1.

Each line ends with the natural charge from an NBO analysis.
Positions of all 9 atoms, in Å:
C -0.04525 -0.39358 -1.30567  -0.448
N -0.54390 0.27993 -0.09926  -0.406
C 0.19053 -0.07428 1.02364  -0.054
Cl 1.34848 -1.34194 1.09661  0.046
S 0.13220 0.96516 2.40200  0.363
Cl -1.19362 2.32982 1.81465  -0.092
H -0.60842 -1.23328 -1.43920  0.201
H 0.95620 -0.65387 -1.32120  0.186
H -0.23622 0.12205 -2.17158  0.205

=====

[7]
The following is a quantum chemistry calculation of the ion C2H3Cl2O2S with charge -1 in a non-equilibrium geometry, from the Open Molecules 2025 dataset.

As for the total charge: -1. The max |F| is 0.1058 hartree/bohr. The calculation puts the molecular weight at 162.02 g mol⁻¹. The value obtained for the energy is -1547.0621 Eh. Its spin multiplicity is 1.

Each line ends with the natural charge from an NBO analysis.
Positions of all 10 atoms, in Å:
C -1.21501 0.25309 -0.37256  -0.437
C 0.22790 -0.66789 0.33804  -0.438
O 2.35190 0.32383 -1.27333  -1.035
O 1.61369 1.47856 0.78018  -1.044
S 1.99662 0.23760 0.18091  1.538
Cl -2.70009 -0.39137 0.27246  -0.074
Cl 0.00792 -2.40774 -0.05806  -0.115
H -0.99915 1.18114 0.24289  0.224
H -1.14948 0.46147 -1.41296  0.210
H -0.13431 -0.46869 1.30243  0.170

=====

[8]
The following is a quantum chemistry calculation of the molecule C2H3Cl2P in a non-equilibrium geometry, from the Open Molecules 2025 dataset.

The max |F| is 0.0722 hartree/bohr. The calculation puts the molecular weight at 128.93 g mol⁻¹. The value obtained for the energy is -1339.5128 Eh. Its spin multiplicity is 1.

Each line ends with the natural charge from an NBO analysis.
Positions of all 8 atoms, in Å:
C 1.16448 -0.97303 0.75948  -0.623
C -1.73760 0.30649 -1.30536  -0.338
P 2.33540 -0.09476 1.51663  0.469
Cl -1.93297 2.02586 -1.16631  -0.003
Cl -0.08081 -0.42391 -0.73853  0.154
H 0.88748 -1.91563 0.96187  0.179
H -2.67195 -0.08688 -0.66965  0.181
H 2.03597 1.16185 0.64188  -0.018

=====

[9]
The following is a quantum chemistry calculation of the molecule C2H3Cl2PS in a non-equilibrium geometry, from the Open Molecules 2025 dataset.

Its SMILES is C=CP(=S)(Cl)Cl. The max |F| is 0.0747 hartree/bohr. The calculation puts the molecular weight at 160.99 g mol⁻¹. The value obtained for the energy is -1737.9643 Eh. Its spin multiplicity is 1.

Each line ends with the natural charge from an NBO analysis.
Positions of all 9 atoms, in Å:
C -0.21649 0.20881 -0.34981  -0.248
C 0.88124 -0.32940 0.10452  -0.682
P 2.51663 0.22684 0.04097  1.173
S 2.86276 2.13829 0.09796  -0.438
Cl 3.48682 -0.84795 1.51000  -0.246
Cl 3.27000 -0.86203 -1.53164  -0.248
H -1.19667 -0.19446 -0.09763  0.212
H -0.36274 1.24968 -0.79700  0.220
H 0.81488 -1.43570 0.29442  0.258

=====

[10]
The following is a quantum chemistry calculation of the molecule C2H3Cl3N2 in a non-equilibrium geometry, from the Open Molecules 2025 dataset.

The max |F| is 0.1309 hartree/bohr. The calculation puts the molecular weight at 161.42 g mol⁻¹. The expectation value of S² is 2.014. The value obtained for the energy is -1567.8893 Eh. Its spin multiplicity is 3.

Each line ends with the natural charge from an NBO analysis.
Positions of all 10 atoms, in Å:
C 0.31871 -0.23018 0.17229  0.334
C -0.76711 -0.52140 -0.93941  -0.278
N 0.99681 -1.21007 0.45077  -0.536
N 0.34877 1.08365 0.53278  -0.526
Cl -2.42011 0.09535 -0.42978  -0.037
Cl -0.27141 0.11497 -2.47599  0.023
Cl 1.27816 1.67215 1.89699  -0.014
H -0.59371 -1.60588 -1.11987  0.260
H 1.76168 -0.84961 1.12910  0.361
H -0.65179 1.45101 0.78312  0.415

=====

[11]
The following is a quantum chemistry calculation of a cluster of 3 separate species, C2H3Cl3NO2 in total in a non-equilibrium geometry, from the Open Molecules 2025 dataset.

As for the total charge: -1. The max |F| is 0.0305 hartree/bohr. The calculation puts the molecular weight at 179.41 g mol⁻¹. The value obtained for the energy is -1663.7929 Eh. Its spin multiplicity is 1.

Each line ends with the natural charge from an NBO analysis.
Positions of all 11 atoms, in Å:
C 1.08692 -0.63327 -0.83328  0.318
C -1.56236 -0.25912 1.55022  -0.002
N -0.31348 -0.30904 1.57909  -0.115
O 0.44959 -0.05960 2.56368  -0.620
O 1.79840 0.30690 -1.15486  -0.575
Cl -2.40472 -0.65745 0.11294  -0.043
Cl 0.85390 2.19832 -3.15122  -0.414
Cl -2.70691 0.18526 2.89582  -0.155
H 0.05327 -0.72052 -1.18290  0.141
H 1.45313 -1.42679 -0.17857  0.141
H 1.29226 1.37532 -2.20092  0.323

=====

[12]
The following is a quantum chemistry calculation of the molecule C2H3ClFI in a non-equilibrium geometry, from the Open Molecules 2025 dataset.

The max |F| is 0.0741 hartree/bohr. The calculation puts the molecular weight at 208.40 g mol⁻¹. The expectation value of S² is 2.008. The value obtained for the energy is -935.5724 Eh. Its spin multiplicity is 3.

Each line ends with the natural charge from an NBO analysis.
Positions of all 8 atoms, in Å:
C 0.37537 -0.49565 -0.63434  -0.761
C -0.27272 0.39303 0.31611  0.221
F -1.34730 1.00810 -0.22148  -0.385
Cl -0.92850 -0.83815 2.00242  -0.062
I 0.92088 1.91836 1.15194  0.270
H 0.87807 -1.16732 -0.02717  0.246
H -0.44098 -0.97947 -1.29364  0.241
H 0.81519 0.16110 -1.29382  0.230